# CH5NO3

A cluster of 2 separate species, CH5NO3 in total at a distorted geometry (ωB97M-V/def2-TZVPD, the Open Molecules 2025 dataset).

Each line ends with the natural charge from an NBO analysis.
Cartesian coordinates (Å):
N  0.948  1.075  -0.099  -0.835
C  0.578  -0.220  0.114  0.899
O  -0.167  -0.919  -0.564  -0.662
O  1.447  -0.750  1.037  -0.726
H  1.718  1.498  0.385  0.406
H  0.638  1.634  -0.905  0.418
H  1.587  -1.774  0.928  0.514
O  -2.446  0.642  -0.476  -0.990
H  -1.843  -0.050  -0.686  0.504
H  -2.879  0.700  0.310  0.472

For the energy, the calculation gives -8750.999 eV. The value obtained for the HOMO energy is -10.741 eV. The total charge is 0. The energy above the lowest of the compared OMol25 structures with the same formula, charge and spin is 19.0 kcal/mol. Its HOMO-LUMO gap is 11.22 eV.